[1]
54
Properties=species:S:1:pos:R:3:lowdin_spin:R:1 method="wB97M-V/def2-TZVPD" spin_multiplicity=3 e_tot_ev=-44124.3155 orbital_gap_ev="7.36 / 8.66" s_squared=2.009 e_above_lowest_kcal_mol=15.5 total_charge=0
N 0.054 0.305 -2.095 0.0161
H -1.640 2.455 3.137 0.0002
H -1.951 -1.729 4.252 0.0000
C -2.099 -0.691 3.964 0.0004
N 1.490 -2.926 -1.587 0.0433
C -2.920 0.813 0.501 0.0062
C -2.150 -0.564 2.449 0.0033
O -0.259 3.565 1.379 0.0006
H 1.400 -1.679 2.603 0.0005
H 3.148 -1.790 2.870 0.0007
C 0.582 1.653 -3.987 -0.0022
H -1.308 -1.342 -5.837 -0.0001
H -1.097 1.012 4.974 -0.0001
N -0.054 -2.426 0.246 0.0896
C -1.870 -0.936 -4.998 0.0001
H -3.021 -0.336 4.422 0.0002
C -0.864 0.172 4.322 0.0000
H 1.492 1.919 -0.820 0.0003
C 2.612 -0.334 1.397 0.0099
H -3.502 1.160 2.524 0.0000
H -2.594 -1.395 1.911 -0.0001
C -0.416 0.656 2.952 0.0014
O -3.743 1.543 0.013 0.0067
C -0.279 0.905 -4.702 0.0101
O -0.725 -0.500 2.106 0.0204
C 1.660 -2.325 -2.751 0.0055
O -1.298 -1.450 -2.328 0.0190
O -2.239 -0.095 -0.175 0.0551
O -0.410 1.692 0.198 0.0377
O 1.566 0.040 0.504 0.0743
H 2.686 0.472 2.138 -0.0003
H 0.639 0.891 2.849 0.0001
C 0.635 -2.553 -0.727 0.0369
H -0.451 1.091 -5.754 0.0006
H -2.241 -1.750 -4.385 0.0001
C -0.774 -0.481 -2.857 0.0127
H 1.967 2.873 -2.186 0.0006
H 4.079 0.597 0.111 0.0002
H 3.825 -1.130 -0.189 0.0000
W -0.224 -0.356 -0.068 1.5020
H 4.747 -0.604 1.229 -0.0003
C -1.380 1.713 2.386 0.0017
C 3.897 -0.365 0.588 -0.0002
H -0.087 -0.424 4.797 0.0001
C 0.734 1.335 -2.600 0.0133
N 1.853 -1.833 -3.781 0.0064
C -0.652 2.428 1.254 0.0053
H 1.136 2.461 -4.434 -0.0003
H -2.706 -0.334 -5.351 -0.0001
N -0.987 -0.120 -4.168 -0.0008
C 2.373 -1.650 2.114 0.0038
N 1.552 2.033 -1.826 0.0177
C -2.611 0.823 1.997 0.0013
H 2.426 -2.489 1.420 0.0005

=====

[2]
44
Properties=species:S:1:pos:R:3:lowdin_charge:R:1 method="wB97M-V/def2-TZVPD" e_tot_ev=-26640.4580 orbital_gap_ev=4.41 smiles="Cc1ccc(C(C)C)c(OCOC(=O)c2cc[nH+]c(C)c2)c1" e_above_lowest_kcal_mol=203.7 total_charge=+1
C 2.925 3.208 -1.399 -0.1077
C -5.460 0.125 -1.961 0.0358
H -7.342 0.595 -0.934 0.1745
C -3.999 -0.354 -1.804 0.0667
H 5.514 -3.728 -0.133 0.0825
H 1.782 2.006 1.772 0.0841
H 6.281 -2.953 1.413 0.0852
H 1.139 1.952 -0.933 0.1257
C 4.539 0.862 0.006 -0.0047
C -6.923 0.184 1.752 -0.0299
H 3.022 3.281 1.328 0.0839
H 5.046 1.875 -0.102 0.1014
H -7.401 1.229 1.604 0.1080
H -3.317 -0.445 -2.730 0.1365
H 2.155 3.744 -2.077 0.0817
H 0.827 -2.087 -1.563 0.1712
N -6.361 0.271 -0.819 0.0850
C -3.475 -0.710 -0.383 0.0260
H 6.434 -0.427 0.427 0.0963
H -6.281 0.141 2.703 0.1032
H 0.298 -2.608 0.126 0.1482
C -4.493 -0.523 0.805 0.1102
H -4.113 -0.769 1.855 0.1358
C 2.188 -0.540 -0.030 -0.1278
C 5.294 -0.468 0.315 -0.0247
C 5.306 -3.180 0.846 -0.0918
C 2.968 -1.852 0.285 0.0259
H 4.616 -3.787 1.522 0.0758
C -2.016 -1.248 -0.044 -0.3132
H -5.921 0.433 -2.972 0.1467
C 4.515 -1.820 0.478 -0.1987
H 2.453 -2.862 0.397 0.0952
H 3.356 4.028 -0.716 0.0773
H -7.792 -0.555 1.801 0.1046
H 3.700 2.737 -2.090 0.0796
O -1.119 -1.487 -1.107 0.0115
O -1.714 -1.455 1.164 0.0930
C -5.930 -0.030 0.521 -0.1484
C 1.993 2.864 1.028 -0.0924
O 0.768 -0.497 -0.181 -0.0776
H 1.153 3.635 1.060 0.0792
C 0.228 -1.755 -0.629 -0.1782
C 2.994 0.809 -0.162 -0.0859
C 2.159 2.162 -0.440 -0.3496

=====

[3]
57
Properties=species:S:1:pos:R:3:lowdin_charge:R:1 method="wB97M-V/def2-TZVPD" e_tot_ev=-131497.3712 orbital_gap_ev=7.90 smiles="COB(O)[Si@@](CC(=O)Br)(OC[C@@H](C)O)P(=O)(O)O.O=C1C=CC(=O)C=C1.O=C1C=CC(=O)C=C1" total_charge=0
O -1.357 0.630 -2.953 -0.3141
H 2.254 6.999 0.083 0.0940
C -4.104 4.493 0.185 -0.0238
H -0.129 5.343 -3.072 0.0907
C -0.880 -2.397 1.932 0.0348
H 1.020 7.150 -1.150 0.0862
O -0.506 -5.609 0.473 0.0821
C -0.642 -4.404 0.545 -0.3675
O 0.770 5.221 -2.748 0.1096
B 0.732 4.647 -1.485 -0.6737
O 1.927 -4.825 3.408 0.0961
H 0.978 0.910 -1.351 0.0809
O 0.012 2.339 -4.208 -0.1474
C -0.734 -3.717 1.858 0.0259
Br 3.459 2.413 -1.209 0.7308
C 0.764 1.549 -0.493 -0.2373
C 1.293 6.615 -0.244 -0.0486
C 4.084 -5.762 3.314 0.0191
H -0.946 -1.871 2.875 0.1262
H -3.153 5.013 0.226 0.0696
H -4.640 4.655 1.114 0.0794
C -0.867 -2.250 -0.606 0.0397
H -0.929 -1.615 -1.483 0.1130
H -0.652 -4.095 -1.625 0.1249
H -4.684 4.938 -0.618 0.0828
O -2.395 2.880 -3.623 -0.1563
H -2.505 3.704 -3.129 0.0675
Si -0.331 2.939 -1.135 0.6412
H 5.937 -6.748 3.025 0.1215
C 4.907 -6.618 2.716 0.0209
H -4.060 1.951 -1.782 0.0817
H -4.649 2.474 0.538 0.1381
C 2.678 -5.609 2.863 -0.3729
H -2.432 1.499 -0.366 0.1012
H -0.670 -4.344 2.736 0.1181
O -1.092 -0.361 0.763 0.0649
C 2.221 -6.443 1.724 0.0282
H 0.223 0.933 0.230 0.0666
C 3.047 -7.299 1.128 0.0291
H -2.549 2.188 1.225 0.1337
O -1.526 3.380 -0.089 -0.2195
H 2.737 -7.918 0.295 0.1240
C -2.583 2.442 0.166 -0.1940
C -0.721 -3.570 -0.681 0.0325
C 4.454 -7.456 1.575 -0.3865
O 5.206 -8.237 1.034 0.1070
P -1.104 2.075 -3.087 0.3886
H -0.392 2.772 -4.971 0.0823
C -3.961 3.009 -0.122 -0.4003
O 1.401 5.209 -0.451 -0.0097
H 4.392 -5.143 4.146 0.1209
H 1.188 -6.311 1.414 0.0882
C 2.037 2.018 0.087 -0.8578
O -4.394 2.798 -1.465 -0.0432
H 0.559 6.824 0.529 0.0946
O 2.266 2.160 1.232 0.0658
C -0.958 -1.569 0.708 -0.3496

=====

[4]
51
Properties=species:S:1:pos:R:3:lowdin_spin:R:1 method="wB97M-V/def2-TZVPD" spin_multiplicity=11 e_tot_ev=-94987.8200 orbital_gap_ev="3.17 / 2.94" s_squared=30.020 total_charge=+4
H 1.762 3.780 2.296 0.0000
Mn -4.730 -3.715 0.250 4.7504
C 4.666 -6.531 2.232 0.0000
N 0.973 -5.314 2.081 0.0001
O -1.894 -3.156 1.257 0.0285
C -2.952 -1.337 0.046 0.0039
H 0.883 2.519 2.998 0.0000
C 1.998 -5.043 1.639 0.0000
C -1.540 0.261 -1.023 0.0044
H 2.692 1.784 0.615 -0.0001
C -2.877 5.071 -1.905 0.0000
H 5.037 -5.475 0.388 0.0000
C -0.400 -1.693 0.073 0.0112
Mn 1.849 -0.746 -2.921 4.8785
C -1.700 -2.121 0.557 0.0050
C -1.538 3.850 -3.651 0.0000
C -0.728 4.003 1.305 0.0000
H -3.728 0.116 -1.247 0.0017
H -4.601 5.566 -3.198 0.0000
H 4.968 -5.844 3.025 0.0000
H 0.486 -2.265 0.311 0.0002
O -4.090 -1.952 0.246 0.1418
H 3.029 -4.263 0.050 0.0000
C -1.700 5.095 -2.876 0.0000
H 0.818 3.348 0.007 0.0000
H -4.950 4.362 -1.934 0.0000
O -1.469 1.196 -1.776 0.0290
Ba -1.712 -5.442 2.616 0.0074
H -1.760 5.962 -3.535 0.0000
H 3.705 -6.675 0.287 0.0000
H 2.099 0.736 1.974 0.0000
C 2.353 1.749 1.650 -0.0001
C -0.327 -0.518 -0.631 0.0067
H 3.786 -7.018 2.666 0.0000
N -1.479 4.796 1.653 0.0000
H -3.989 3.939 -3.337 0.0000
C 1.308 2.823 2.040 0.0000
H 3.231 1.934 2.275 0.0000
H -3.020 6.056 -1.462 0.0000
N -1.484 2.862 -4.230 0.0002
H -2.722 4.352 -1.101 0.0000
H -0.724 5.197 -2.392 0.0000
H 3.731 -3.933 1.631 0.0000
C -4.192 4.740 -2.618 0.0000
O 0.776 -0.126 -1.223 0.0853
C -2.851 -0.220 -0.713 0.0458
C 0.298 3.031 0.910 -0.0001
C 4.195 -5.932 0.914 0.0000
H -0.244 2.111 0.674 -0.0001
H 5.498 -7.213 2.088 0.0000
C 3.258 -4.709 1.020 0.0000